No. 1
ORCA calculation (wB97M-V/def2-TZVPD) on a 2-piece molecular cluster, C6H12NO4P overall in a non-equilibrium geometry.

Geometry as ORCA input:
```
! RIJCOSX wB97M-V def2-TZVPD def2/J DEFGRID3
* xyz 0 1
C -0.40850 1.52795 -2.69399
C 0.74553 0.93614 -0.71688
C -1.21155 0.27639 -2.93467
C 2.49530 1.90404 0.82158
C 0.80112 -2.72505 1.13607
C -2.01114 0.07382 1.83036
N 1.66773 1.69818 -0.47013
O -0.33021 2.65340 -3.02258
O -1.09774 -1.24948 -0.43664
O 1.09321 -1.38196 0.88138
O -0.65288 0.21540 1.54922
P -0.07367 -0.45054 0.20721
H -2.02796 0.60124 -3.62730
H -1.48139 -0.14343 -1.94237
H -0.57856 -0.54956 -3.48329
H 2.67539 0.90558 1.41813
H 1.79558 2.40587 1.40294
H 3.28120 2.50962 0.57573
H 0.80828 -2.67594 2.24389
H 1.66269 -3.26651 0.92519
H -0.10987 -3.17130 0.75197
H -2.08841 -0.57749 2.65007
H -2.46723 -0.49977 0.96135
H -2.48691 0.98340 1.97275
*
```

highest occupied orbital energy = -7.27 eV
gap between HOMO and LUMO = 7.930 eV
electronic energy = -932.79119 a.u.
energy relative to the best compared isomer or geometry (same formula, charge and spin) = 118.1 kcal/mol

natural (NBO) population analysis, charges in e, atoms 1 to 2: atom 1 (C): 0.7277, atom 2 (C): -0.2255

No. 2
ORCA calculation (wB97M-V/def2-TZVPD) on a 2-piece molecular cluster, C6H12O overall in a non-equilibrium geometry.

Geometry as ORCA input:
```
! RIJCOSX wB97M-V def2-TZVPD def2/J DEFGRID3
* xyz 0 1
C -0.13881 -1.82587 -0.58178
C 0.52634 -1.03203 0.50196
C 0.39021 -1.46718 1.76869
C 0.42287 1.42056 0.62026
C 0.92396 0.33542 0.03804
C 1.56213 0.52287 -1.31353
H 0.54728 -2.66327 -0.82387
H -0.33722 -1.23248 -1.51177
H -1.10322 -2.27052 -0.34991
H 0.52481 -0.71645 2.54771
H 0.38270 -2.54130 1.85715
H 0.97243 2.36606 0.44646
H -0.29664 1.67429 1.42287
H 0.74262 0.80125 -1.98188
H 2.09250 -0.41236 -1.61314
H 2.35725 1.29610 -1.30413
H -3.66257 1.80315 0.70010
H -3.01798 1.80451 -0.65910
O -2.88866 2.13724 0.23587
*
```

highest occupied orbital energy = -8.54 eV
gap between HOMO and LUMO = 9.204 eV
electronic energy = -310.95905 a.u.
energy relative to the best compared isomer or geometry (same formula, charge and spin) = 62.9 kcal/mol

natural (NBO) population analysis, charges in e, atoms 1 to 2: atom 1 (C): -0.6583, atom 2 (C): -0.0050

No. 3
ORCA calculation (wB97M-V/def2-TZVPD) on one molecule with the formula C6H12O.

Geometry as ORCA input:
```
! RIJCOSX wB97M-V def2-TZVPD def2/J DEFGRID3
* xyz 0 1
C -1.76794 -1.78873 -0.73908
O -1.37647 -0.50825 -0.30618
C -0.11059 -0.54707 0.29477
C 1.11826 -0.53591 -0.63986
C 1.75649 0.52582 0.28610
C 0.37529 0.76187 0.95136
C -0.31886 2.03149 0.48772
H -0.95532 -2.30818 -1.26803
H -2.61140 -1.68110 -1.42356
H -2.07743 -2.40774 0.11290
H -0.06425 -1.37369 1.01906
H 1.66548 -1.47162 -0.78899
H 0.84080 -0.12474 -1.61565
H 2.19707 1.40045 -0.20494
H 2.49770 0.10249 0.96973
H 0.37515 0.72340 2.04657
H 0.20964 2.90416 0.88988
H -0.32763 2.11062 -0.60480
H -1.35688 2.06723 0.83134
*
```

highest occupied orbital energy = -9.51 eV
gap between HOMO and LUMO = 10.653 eV
electronic energy = -311.00930 a.u.
energy relative to the best compared isomer or geometry (same formula, charge and spin) = 31.4 kcal/mol

natural (NBO) population analysis, charges in e, atoms 1 to 2: atom 1 (C): -0.2486, atom 2 (O): -0.5326

No. 4
ORCA calculation (wB97M-V/def2-TZVPD) on a 2-piece molecular cluster, C6H12O overall.

Geometry as ORCA input:
```
! RIJCOSX wB97M-V def2-TZVPD def2/J DEFGRID3
* xyz 0 1
C 2.27753 -0.33344 0.02909
C 1.53145 0.89791 -0.49507
C 0.09353 1.11915 -0.01207
C -1.03804 0.46441 -0.72674
C -2.23348 0.28939 -0.16199
C -1.28767 -1.73610 0.84916
O -0.28480 -1.37979 1.42401
H 2.37133 -0.31536 1.12010
H 1.77120 -1.26758 -0.22336
H 3.29092 -0.36348 -0.38797
H 2.10309 1.78812 -0.21068
H 1.53318 0.88818 -1.59335
H 0.00453 1.01446 1.07557
H -0.20415 2.14306 -0.25686
H -0.86763 0.22204 -1.77406
H -3.08606 -0.11040 -0.69797
H -2.40566 0.60299 0.86517
H -2.28125 -1.73844 1.33876
H -1.28803 -2.18512 -0.16172
*
```

highest occupied orbital energy = -9.47 eV
gap between HOMO and LUMO = 10.424 eV
electronic energy = -310.97652 a.u.
energy relative to the best compared isomer or geometry (same formula, charge and spin) = 51.9 kcal/mol

natural (NBO) population analysis, charges in e, atoms 1 to 2: atom 1 (C): -0.6027, atom 2 (C): -0.3864

No. 5
ORCA calculation (wB97M-V/def2-TZVPD) on one molecule with the formula C6H12O in a non-equilibrium geometry.

Geometry as ORCA input:
```
! RIJCOSX wB97M-V def2-TZVPD def2/J DEFGRID3
* xyz 0 1
C 1.54848 1.05012 0.38920
C 0.76193 -0.22088 0.31100
C 1.53201 -1.23120 -0.75142
C -0.60504 -0.03503 -0.11020
C -1.86994 -0.83277 -0.03957
C -1.84428 0.65218 0.00058
O -2.20954 1.24484 1.15998
H 1.15318 1.74048 1.13768
H 2.59279 0.85769 0.64519
H 1.55771 1.59889 -0.56192
H 0.70163 -0.78308 1.23415
H 2.49480 -1.46038 -0.28650
H 1.73054 -0.74854 -1.72681
H 0.95456 -2.15351 -0.92167
H -0.26748 0.03762 -1.20037
H -2.30937 -1.33350 -0.89506
H -2.12590 -1.34322 0.88059
H -2.21813 1.16151 -0.87544
H -1.57795 1.79880 1.61062
*
```

highest occupied orbital energy = -9.57 eV
gap between HOMO and LUMO = 10.438 eV
electronic energy = -310.96013 a.u.
energy relative to the best compared isomer or geometry (same formula, charge and spin) = 62.2 kcal/mol

natural (NBO) population analysis, charges in e, atoms 1 to 2: atom 1 (C): -0.6031, atom 2 (C): -0.2008

No. 6
ORCA calculation (wB97M-V/def2-TZVPD) on one molecule with the formula C6H12O.

Geometry as ORCA input:
```
! RIJCOSX wB97M-V def2-TZVPD def2/J DEFGRID3
* xyz 0 1
C 1.35702 -0.18329 -1.48253
C 0.80594 -0.44462 -0.08409
C 0.79285 0.76775 0.84995
C -0.32731 0.43186 1.85906
O -0.92245 -0.78691 1.42175
C -0.66398 -0.89036 0.02727
C -1.67984 -0.03993 -0.74523
H 2.37765 0.21550 -1.43280
H 1.40073 -1.09992 -2.08423
H 0.74565 0.54704 -2.02392
H 1.40271 -1.24309 0.37973
H 0.54494 1.65916 0.26352
H 1.75600 0.93986 1.33549
H -1.07852 1.23438 1.89646
H 0.04319 0.27011 2.87522
H -0.71619 -1.94571 -0.24960
H -1.53898 1.02468 -0.51993
H -1.58769 -0.17333 -1.82711
H -2.71173 -0.28317 -0.45902
*
```

highest occupied orbital energy = -9.59 eV
gap between HOMO and LUMO = 10.667 eV
electronic energy = -311.04361 a.u.
energy relative to the best compared isomer or geometry (same formula, charge and spin) = 9.8 kcal/mol

natural (NBO) population analysis, charges in e, atoms 1 to 2: atom 1 (C): -0.6093, atom 2 (C): -0.2320

No. 7
ORCA calculation (wB97M-V/def2-TZVPD) on a 2-piece molecular cluster, C6H12O overall.

Geometry as ORCA input:
```
! RIJCOSX wB97M-V def2-TZVPD def2/J DEFGRID3
* xyz 0 1
C -3.11418 0.30160 0.17118
C -2.96041 -0.43548 -1.12898
O -2.27820 -1.41962 -1.28671
C 0.51533 -0.61689 -0.19244
C 1.61474 -0.12707 0.73357
C 2.35439 1.14163 0.41023
C 3.05242 -0.18228 0.29493
H -2.95342 1.37415 0.02367
H -4.14201 0.17910 0.53147
H -2.42099 -0.08773 0.91791
H -0.04223 0.21101 -0.64706
H -3.54689 -0.02357 -1.97660
H 0.90804 -1.22481 -1.01547
H -0.20819 -1.24599 0.33036
H 1.44186 -0.31069 1.79359
H 2.08373 1.65728 -0.50919
H 2.63202 1.80300 1.22628
H 3.24956 -0.56303 -0.70489
H 3.81444 -0.43060 1.02812
*
```

highest occupied orbital energy = -9.95 eV
gap between HOMO and LUMO = 10.931 eV
electronic energy = -310.99711 a.u.
energy relative to the best compared isomer or geometry (same formula, charge and spin) = 39.0 kcal/mol

natural (NBO) population analysis, charges in e, atoms 1 to 2: atom 1 (C): -0.7264, atom 2 (C): 0.4419

No. 8
ORCA calculation (wB97M-V/def2-TZVPD) on a 2-piece molecular cluster, C6H12O overall.

Geometry as ORCA input:
```
! RIJCOSX wB97M-V def2-TZVPD def2/J DEFGRID3
* xyz 0 1
C -2.65203 -0.51567 0.12185
C -1.65065 0.59152 0.43978
C -0.52297 0.61841 -0.54423
C 0.77993 0.62115 -0.29823
C 1.81917 0.55384 -1.31792
C 3.12679 0.65935 -1.09298
H -3.55866 -0.43046 0.71133
H -2.86103 -0.51404 -0.94980
H -2.23345 -1.50146 0.33931
H -2.13799 1.57263 0.41787
H -1.26542 0.50859 1.46251
H -0.83671 0.57712 -1.58536
H 1.13586 0.59430 0.72919
H 1.48863 0.39876 -2.34042
H 3.51167 0.77671 -0.08980
H 3.80608 0.61405 -1.93039
H 0.40953 -1.25607 1.38371
H 1.19374 -2.23532 2.27106
O 0.44752 -1.63340 2.27254
*
```

highest occupied orbital energy = -8.84 eV
gap between HOMO and LUMO = 9.797 eV
electronic energy = -311.01070 a.u.
energy relative to the best compared isomer or geometry (same formula, charge and spin) = 30.5 kcal/mol

natural (NBO) population analysis, charges in e, atoms 1 to 2: atom 1 (C): -0.5983, atom 2 (C): -0.4471

No. 9
ORCA calculation (wB97M-V/def2-TZVPD) on one molecule with the formula C6H12O in a non-equilibrium geometry.

Geometry as ORCA input:
```
! RIJCOSX wB97M-V def2-TZVPD def2/J DEFGRID3
* xyz 0 1
C -0.91474 1.78197 0.25630
C -0.86122 0.27360 0.40437
O -1.83556 -0.29590 -0.58043
C -1.68330 -1.58518 -0.61967
C 0.40080 -0.51241 0.04089
C 1.32730 -0.77674 1.21147
C 1.14416 0.07471 -1.16517
H -1.89561 2.17773 0.54315
H -0.16343 2.24684 0.90413
H -0.71081 2.08828 -0.77321
H -1.18529 -0.02065 1.40884
H -2.08856 -1.95568 -1.57256
H -0.30889 -1.58793 -0.14569
H 0.78469 -1.27500 2.02248
H 1.79525 0.12581 1.63183
H 2.14301 -1.43595 0.89576
H 1.64864 1.03453 -0.95023
H 0.47551 0.25543 -2.01514
H 1.92806 -0.61347 -1.49712
*
```

highest occupied orbital energy = -7.55 eV
gap between HOMO and LUMO = 8.068 eV
electronic energy = -310.90080 a.u.
energy relative to the best compared isomer or geometry (same formula, charge and spin) = 99.4 kcal/mol

natural (NBO) population analysis, charges in e, atoms 1 to 2: atom 1 (C): -0.6364, atom 2 (C): 0.0810

No. 10
ORCA calculation (wB97M-V/def2-TZVPD) on a 2-piece molecular cluster, C6H12O overall.

Geometry as ORCA input:
```
! RIJCOSX wB97M-V def2-TZVPD def2/J DEFGRID3
* xyz 0 1
C 0.23016 2.18417 -0.56036
C 0.20659 0.87170 0.18588
C 0.72962 0.83003 1.51090
C -1.01812 0.03265 -0.06228
O -1.27703 -0.51348 -1.33724
C -1.10161 -1.41849 -0.24465
C 0.06405 -2.37021 -0.29526
H 1.19862 2.67774 -0.44633
H 0.01837 2.03255 -1.62100
H -0.53625 2.82994 -0.11477
H 1.19062 0.14393 -0.85733
H 0.48462 0.00014 2.16387
H 1.33803 1.64751 1.88015
H 1.32876 0.26158 0.24619
H -1.87408 0.53176 0.40413
H -2.03862 -1.87567 0.08283
H 0.95583 -1.88834 -0.70305
H -0.18484 -3.22134 -0.93752
H 0.28529 -2.75617 0.70585
*
```

highest occupied orbital energy = -7.31 eV
gap between HOMO and LUMO = 8.225 eV
electronic energy = -310.83065 a.u.
energy relative to the best compared isomer or geometry (same formula, charge and spin) = 143.5 kcal/mol

natural (NBO) population analysis, charges in e, atoms 1 to 2: atom 1 (C): -0.6234, atom 2 (C): -0.0693

No. 11
ORCA calculation (wB97M-V/def2-TZVPD) on a 2-piece molecular cluster, C6H12O overall in a non-equilibrium geometry.

Geometry as ORCA input:
```
! RIJCOSX wB97M-V def2-TZVPD def2/J DEFGRID3
* xyz 0 1
C 0.07130 0.93695 1.57186
C 0.39831 0.19309 0.30103
C -0.30165 0.26289 -0.83187
C -1.46365 1.16303 -1.09580
C 2.55052 -0.53191 -0.66196
C 1.67079 -0.58178 0.32946
H 1.00410 1.19906 2.06569
H -0.50159 1.81530 1.35318
H -0.43138 0.28774 2.29525
H 0.12628 -0.39526 -1.58434
H -1.98380 1.37225 -0.15934
H -1.18246 2.08147 -1.60395
H -2.24341 0.68173 -1.68933
H 2.35805 0.04502 -1.55513
H 3.41993 -1.16543 -0.60659
H 1.77495 -1.24924 1.17998
H -2.00327 -1.42764 -0.18076
H -1.32498 -2.68549 0.28151
O -1.93806 -2.00177 0.59111
*
```

highest occupied orbital energy = -8.81 eV
gap between HOMO and LUMO = 9.669 eV
electronic energy = -311.00079 a.u.
energy relative to the best compared isomer or geometry (same formula, charge and spin) = 36.7 kcal/mol

natural (NBO) population analysis, charges in e, atoms 1 to 2: atom 1 (C): -0.6525, atom 2 (C): -0.0036

No. 12
ORCA calculation (wB97M-V/def2-TZVPD) on one molecule with the formula C6H12O.

Geometry as ORCA input:
```
! RIJCOSX wB97M-V def2-TZVPD def2/J DEFGRID3
* xyz 0 1
C 1.63250 -1.51809 0.35203
C 0.69270 -0.48197 0.96753
C 1.14744 0.93337 0.52343
O 0.38007 1.21326 -0.62999
C -0.92958 0.80741 -0.26589
C -1.84624 0.86117 -1.46386
C -0.73644 -0.56885 0.38235
H 2.61390 -1.50287 0.83994
H 1.77865 -1.28218 -0.70884
H 1.22911 -2.53390 0.42038
H 0.67408 -0.59945 2.05765
H 0.97558 1.72270 1.27370
H 2.20483 0.95379 0.24997
H -1.28057 1.50178 0.51697
H -1.95249 1.89179 -1.81204
H -2.83676 0.48460 -1.18823
H -1.44793 0.24964 -2.28094
H -0.79613 -1.36308 -0.37362
H -1.50273 -0.76910 1.13945
*
```

highest occupied orbital energy = -9.75 eV
gap between HOMO and LUMO = 10.892 eV
electronic energy = -311.04601 a.u.
energy relative to the best compared isomer or geometry (same formula, charge and spin) = 8.3 kcal/mol

natural (NBO) population analysis, charges in e, atoms 1 to 2: atom 1 (C): -0.6032, atom 2 (C): -0.2484

No. 13
ORCA calculation (wB97M-V/def2-TZVPD) on one molecule with the formula C6H12O in a non-equilibrium geometry.

Geometry as ORCA input:
```
! RIJCOSX wB97M-V def2-TZVPD def2/J DEFGRID3
* xyz 0 1
C 1.82995 -0.95092 -0.13474
C 0.68859 -0.02649 0.18155
O 0.69515 0.27599 1.61822
C 0.21504 1.27992 -0.38190
C -1.31026 1.18911 0.00297
C -1.60833 -0.30101 0.32396
C -0.68335 -0.91043 -0.63636
H 2.49834 -0.57798 -0.90034
H 1.31292 -1.82879 -0.51874
H 2.38431 -1.24933 0.76406
H 1.55818 0.11799 2.03930
H 0.67125 2.18202 0.03867
H 0.40821 1.24447 -1.45381
H -1.50995 1.76387 0.90378
H -1.91515 1.55730 -0.82821
H -2.64718 -0.61641 0.34609
H -1.09831 -0.50291 1.27534
H -1.05969 -0.81457 -1.66899
H -0.50792 -1.93119 -0.83924
*
```

highest occupied orbital energy = -8.99 eV
gap between HOMO and LUMO = 9.867 eV
electronic energy = -310.92991 a.u.
energy relative to the best compared isomer or geometry (same formula, charge and spin) = 81.2 kcal/mol

natural (NBO) population analysis, charges in e, atoms 1 to 2: atom 1 (C): -0.6609, atom 2 (C): 0.3475